Entry from the OMol25 dataset: a molecular structure, C20H24BGeN7O3RuS (wB97M-V/def2-TZVPD).

The geometry in XYZ format:
```
58
Properties=species:S:1:pos:R:3:mulliken_charge:R:1
Ru 0.637 0.333 -0.262 -0.1321
C 2.015 -3.374 -2.146 -1.0319
C 1.267 -2.204 -2.260 -0.3243
N 1.691 -1.299 -1.378 -0.2161
N 2.691 -1.875 -0.671 0.3245
C 2.899 -3.121 -1.117 -0.1259
B 3.311 -1.167 0.553 0.2696
N 2.318 -1.199 1.744 0.1342
C 2.402 -1.872 2.900 -0.0858
C 1.240 -1.661 3.617 -1.2590
C 0.473 -0.831 2.800 -0.4523
N 1.134 -0.561 1.680 0.2163
N 3.579 0.310 0.185 -0.3228
C 4.739 0.972 0.118 -0.0549
C 4.488 2.266 -0.302 -1.3810
C 3.109 2.315 -0.485 -0.1644
N 2.571 1.135 -0.181 0.5262
H 1.929 -4.274 -2.730 0.4207
H 0.460 -1.957 -2.932 0.5482
H 3.668 -3.734 -0.678 0.4642
H 4.330 -1.712 0.875 -0.1069
H 3.282 -2.449 3.130 0.4498
H 0.987 -2.050 4.588 0.4109
H -0.514 -0.427 2.956 0.4566
H 5.660 0.474 0.370 0.4680
H 5.202 3.056 -0.456 0.3990
H 2.471 3.114 -0.820 0.6171
O -3.072 1.089 -0.526 -0.6652
S -2.469 -0.006 -1.229 1.0496
O -2.151 0.168 -2.620 -0.6786
N -1.163 -0.608 -0.405 0.7569
C -1.321 -1.946 -0.057 0.5218
O -0.473 -2.630 0.471 -0.5914
C -2.690 -2.433 -0.404 -0.2933
C -3.217 -3.688 -0.159 -0.5241
C -4.520 -3.939 -0.565 -0.5446
C -5.273 -2.955 -1.204 -0.5314
C -4.739 -1.699 -1.457 -0.6728
C -3.443 -1.470 -1.042 0.3156
H -2.614 -4.438 0.336 0.5239
H -4.962 -4.910 -0.385 0.4025
H -6.288 -3.176 -1.508 0.4016
H -5.315 -0.929 -1.955 0.4811
C 0.572 4.699 0.652 -1.4049
Ge -0.829 3.424 0.115 0.8951
C -1.626 2.658 1.740 -0.8858
C -2.175 4.393 -0.926 -1.1790
C -0.042 2.022 -0.968 -0.6708
H 0.133 5.531 1.207 0.3946
H 1.078 5.109 -0.225 0.3627
H 1.315 4.222 1.293 0.3524
H -1.444 3.295 2.607 0.4937
H -1.216 1.671 1.961 -0.0627
H -2.700 2.545 1.598 0.3297
H -2.562 5.241 -0.357 0.3688
H -2.996 3.721 -1.171 0.3302
H -1.748 4.778 -1.854 0.3691
H -0.091 2.052 -2.060 0.3078
```

Results
Net charge: 0
Multiplicity: 5
E_HOMO (spin up / spin down) (Eh): -0.2636 / -0.3416
Calculated total energy (Ha): -3980.3905
Relative energy (zero: lowest compared OMol25 entry of this formula, charge and spin) (eV): 0.000
LUMO energy (spin up / spin down) (eV): 0.41 / -1.05
HOMO-LUMO gap (spin up / spin down) (eV): 7.5878 / 8.2405